(1)
The following is a quantum chemistry calculation of a cluster of 2 separate species, C4H7Cl in total, from OMol25.

Results
**Energy relative to the best compared isomer or geometry (same formula, charge and spin)**: 4.9490 eV

Last column: Mulliken charge in e.
Positions of all 12 atoms, in Å:
C -1.2321 -0.9991 -0.0886  -1.050
C -0.9387 0.4830 -0.4326  -0.330
C 0.1770 1.1836 -0.1310  -0.027
C 1.2100 0.2042 0.6225  -0.521
H -0.0870 -1.7875 -0.5300  0.257
H -1.7593 -0.8674 -1.2027  0.281
H -1.5688 -1.2493 1.1101  0.308
H -1.6893 0.9037 -0.9835  0.463
H 0.4700 2.4062 -0.2523  0.236
H 2.0066 0.6157 1.3461  0.286
H 0.6179 -0.6638 0.9203  0.336
Cl 2.7938 -0.2293 -0.3785  -0.239



(2)
The following is a quantum chemistry calculation of a cluster of 2 separate species, C2H10N2P in total, from OMol25.

Results
**Charge**: +1
**Energy relative to the best compared isomer or geometry (same formula, charge and spin)**: 3.6381 eV

Last column: Mulliken charge in e.
Positions of all 15 atoms, in Å:
C -0.1648 -1.7272 -0.3245  -1.114
C 1.2336 0.9348 -0.3231  -0.957
N -1.1508 0.3778 1.4845  -0.764
N -1.2004 0.6964 -1.0999  -0.645
P -0.3426 0.1123 0.1092  1.127
H 0.3682 -1.7930 -1.3100  0.347
H -1.1293 -2.3291 -0.3272  0.372
H 0.2225 -2.4207 0.4597  0.399
H 1.8744 0.2559 -0.8420  0.356
H 1.7302 1.1289 0.6595  0.355
H 1.0458 1.9359 -0.8406  0.328
H -2.3820 1.4007 0.9067  0.402
H -1.5801 -0.3772 2.0158  0.312
H -0.8758 0.1682 -1.9587  0.274
H -2.1923 0.6861 -1.0500  0.208



(3)
The following is a quantum chemistry calculation of a structure of composition C2F16K6N5O26S12, from OMol25.

Results
**Charge**: -1

Last column: Mulliken charge in e.
Positions of all 67 atoms, in Å:
K -8.8603 27.4071 -17.0951  1.022
K -2.4847 28.6406 -20.8270  0.948
K -4.9955 28.1486 -15.2809  0.954
K -2.6309 25.2218 -17.7516  0.900
K -4.5926 22.8804 -19.5702  0.962
K -7.3283 26.5909 -23.9125  1.094
N -8.2483 31.9145 -18.0880  -0.164
S -6.8033 31.6957 -17.7483  1.074
O -6.4925 31.3958 -16.3659  -0.659
O -5.8404 32.4458 -18.5094  -0.618
F -6.6581 30.2706 -18.5044  -0.101
S -8.2980 33.3999 -17.3546  1.033
O -7.7507 34.5361 -18.0426  -0.573
O -8.2786 33.3898 -15.9236  -0.601
F -9.8297 33.6910 -17.7639  -0.286
N -12.3025 26.5090 -21.5943  -0.541
S -10.8552 26.8374 -21.2828  0.939
O -9.8059 26.3761 -22.1472  -0.251
O -10.6173 27.0344 -19.8640  -0.517
F -10.9864 28.3914 -21.7095  -0.357
S -12.1316 24.8402 -21.1133  1.128
O -11.8292 24.5652 -19.7496  -0.505
O -11.6634 23.9577 -22.1471  -0.552
F -13.7384 24.5540 -21.0759  -0.339
N -6.6274 23.1191 -15.3293  -0.486
S -7.1675 23.5825 -16.7056  0.870
O -6.5719 22.9625 -17.8510  -0.228
O -7.6438 24.9626 -16.7244  -0.391
F -8.5699 22.8391 -16.6433  -0.306
S -5.0686 23.6885 -15.5624  1.032
O -4.8817 25.0992 -15.2418  -0.565
O -4.2194 23.1709 -16.6110  -0.622
F -4.4098 23.0117 -14.2724  -0.282
N -8.9249 21.8015 -21.8484  -0.464
S -8.1871 23.0525 -21.3515  0.953
O -6.7558 22.9707 -21.2569  -0.446
O -8.7947 23.9286 -20.3796  -0.279
F -8.3404 23.9380 -22.6849  -0.373
S -8.9814 21.0486 -20.3287  1.144
O -10.1678 21.3000 -19.5629  -0.583
O -7.7308 20.8068 -19.6571  -0.586
F -9.3308 19.5750 -20.8505  -0.316
N -5.0345 25.2808 -24.6340  -0.186
S -3.7871 26.4446 -24.4850  0.969
O -3.0896 26.7025 -25.7035  -0.583
O -2.9979 26.5268 -23.2607  -0.610
F -4.7654 27.6816 -24.2054  -0.136
S -4.3300 24.1396 -23.9346  0.899
O -4.2550 24.0917 -22.5057  -0.322
O -3.3207 23.4738 -24.7354  -0.668
F -5.4912 23.0580 -24.2219  -0.302
C -6.5221 27.2201 -20.5407  0.130
F -7.3315 28.2329 -20.3426  -0.066
F -7.2545 26.2061 -20.9530  -0.062
F -5.6145 27.5351 -21.4813  -0.156
S -5.5440 26.8052 -18.9039  0.799
O -6.3601 27.3175 -17.8065  -0.554
O -5.3955 25.3794 -18.8634  -0.361
O -4.2009 27.4092 -18.9579  -0.835
C -6.0805 30.9784 -22.5585  0.508
F -5.0978 30.5416 -23.3544  -0.219
F -6.0044 30.4295 -21.3419  -0.182
F -5.9647 32.2987 -22.4423  -0.223
S -7.8074 30.5852 -23.2676  1.022
O -7.9282 29.1208 -23.2589  -0.604
O -8.7681 31.1808 -22.3703  -0.624
O -7.7269 31.2214 -24.5894  -0.701



(4)
The following is a quantum chemistry calculation of a structure of composition C21H18Cl3FeN10O3, from OMol25.

Results
**Charge**: +1
**Energy relative to the best compared isomer or geometry (same formula, charge and spin)**: 0.0000 eV

Last column: Mulliken charge in e.
Positions of all 56 atoms, in Å:
Fe 0.6871 -0.4550 0.0104  -0.028
N -3.1324 -0.0078 -1.7912  0.177
C -1.8990 -0.4443 -1.5409  -0.338
N -1.2934 -0.3069 -0.4024  0.058
C -1.8946 0.4536 0.6069  0.438
N -1.2414 0.7915 1.6763  -1.473
N 0.0688 0.3830 1.5832  1.509
C 0.9126 0.7102 2.4829  -0.524
C 2.2741 0.2101 2.2279  0.674
C 3.3249 0.3598 3.1183  -1.022
C 4.5440 -0.2266 2.8175  -0.309
C 4.6697 -0.9549 1.6460  -1.056
C 3.5781 -1.0442 0.7963  -0.229
N 2.4110 -0.4698 1.0642  0.589
C -3.2682 0.8937 0.4150  0.865
C -3.9779 1.5900 1.3981  -0.261
C -5.2568 2.0305 1.1430  -0.834
C -5.8458 1.7933 -0.1024  -0.422
C -5.1609 1.1150 -1.0870  -0.988
C -3.8703 0.6666 -0.8203  -0.068
H -3.5102 -0.1094 -2.7200  0.260
H -1.3762 -0.9357 -2.3540  0.423
H 0.6344 1.3012 3.3483  0.431
H 3.1824 0.9286 4.0268  0.499
H 5.3834 -0.1194 3.4906  0.431
H 5.6011 -1.4311 1.3768  0.450
H 3.6433 -1.5712 -0.1466  0.609
H -3.4967 1.7800 2.3466  0.494
H -5.8049 2.5704 1.9021  0.437
H -6.8470 2.1497 -0.3002  0.419
H -5.6093 0.9370 -2.0555  0.407
N 0.0092 -2.3663 2.7753  -0.349
N 0.1027 -3.6167 2.1765  -0.344
C 0.3979 -3.7504 0.8724  0.825
N 0.4499 -4.9838 0.3850  -0.349
N 0.6267 -2.6136 0.1939  -0.270
N 0.9349 -2.6884 -1.1267  1.056
O 1.1442 -1.5652 -1.6104  -0.570
O 1.0059 -3.7053 -1.7898  -0.787
H 0.6921 -2.2818 3.5176  0.256
H -0.9262 -2.2099 3.1291  0.252
H -0.0680 -4.4533 2.7160  0.144
H 0.2723 -5.7785 0.9748  0.159
H 0.6691 -5.1152 -0.5915  0.202
Cl 2.3296 4.3193 -5.5361  -0.222
C 1.8406 3.4298 -4.1259  0.440
C 2.7184 2.5492 -3.5267  -0.925
C 2.3198 1.8446 -2.4029  1.028
Cl 3.4770 0.7948 -1.6484  -0.206
C 1.0495 1.9728 -1.8170  -1.161
O 0.5898 1.3507 -0.7727  -0.370
C 0.2006 2.8874 -2.4900  0.704
Cl -1.4197 3.0831 -1.8656  -0.174
C 0.5678 3.6071 -3.6052  -0.870
H 3.7149 2.4106 -3.9204  0.458
H -0.1291 4.2910 -4.0674  0.456



Calculated values (Ha) of HOMO energy for the records, taken in order: -0.3591 -0.5625 -0.2361 -0.3411.
Calculated values (eV) of frontier orbital gap for the records, taken in order: 10.24 9.33 4.71 5.91.